# 1
# C6H9N2O3

The ion C6H9N2O3 with charge +1 (ωB97M-V with the def2-TZVPD basis set, the OMol25 dataset).

Results
**Lowest unoccupied orbital energy (alpha / beta)**: -0.23647 / -0.23645 Ha
**Molar mass**: 157.15 Da
**Net charge**: +1
**SMILES string**: CO[C@H]1N=C[NH+]=C(CO)C1=O

Element x y z (Å)
1 C 2.79952 -0.61571 -0.66656
2 O 1.71498 0.34377 -0.47466
3 C 1.19854 0.73726 0.81538
4 N 0.62375 2.03695 0.71037
5 C -0.36702 2.16990 -0.06934
6 N -1.12960 1.10192 -0.37059
7 C -0.84067 -0.16123 -0.04409
8 C -2.06602 -1.05217 0.12478
9 O -3.24904 -0.28871 -0.08590
10 C 0.34383 -0.58235 0.66120
11 O 0.78906 -1.65242 0.92155
12 H 3.85050 -0.06606 -0.58219
13 H 2.72985 -1.08783 -1.61705
14 H 2.58446 -1.58726 -0.09313
15 H 1.94342 0.93767 1.69771
16 H -0.82505 3.05851 -0.39159
17 H -2.06696 1.04264 -0.79861
18 H -2.21211 -1.44184 1.23641
19 H -1.92685 -2.05577 -0.53634
20 H -3.89458 -0.83728 -0.43733

Taken from the Löwdin analysis, the atomic charges in e are: atom 1 (C): -0.005, atom 2 (O): -0.114, atom 3 (C): -0.209, atom 4 (N): 0.174, atom 5 (C): -0.090, atom 6 (N): 0.193, atom 7 (C): -0.018, atom 8 (C): -0.123, atom 9 (O): -0.019, atom 10 (C): -0.321, atom 11 (O): 0.165, atom 12 (H): 0.158, atom 13 (H): 0.077, atom 14 (H): 0.115, atom 15 (H): 0.208, atom 16 (H): 0.143, atom 17 (H): 0.182, atom 18 (H): 0.198, atom 19 (H): 0.207, atom 20 (H): 0.080


# 2
# C6H9N3

The molecule C6H9N3 (ωB97M-V with the def2-TZVPD basis set, the OMol25 dataset).

Results
**Lowest unoccupied orbital energy (alpha / beta)**: 0.00145 / 0.00146 Ha
**Molar mass**: 123.16 Da
**SMILES string**: C=Nc1cc(C)nn1C

Element x y z (Å)
1 C 0.11250 3.22694 0.59004
2 N -0.19573 2.06255 1.06466
3 C -0.08435 0.92431 0.35480
4 C 0.59427 0.36802 -1.11537
5 C 0.28761 -0.96433 -0.99206
6 C 0.52769 -2.09790 -1.92439
7 N -0.27277 -1.35024 0.14437
8 N -0.44295 -0.30598 0.88731
9 C -0.89690 -0.41575 2.28060
10 H -0.01400 4.08830 1.19567
11 H 0.66105 3.19546 -0.44368
12 H 0.98253 0.88444 -1.88417
13 H 0.40994 -3.02744 -1.45557
14 H -0.08025 -1.98328 -2.88974
15 H 1.70078 -2.14198 -2.25919
16 H -1.99289 -0.56062 2.44242
17 H -0.28564 -1.13467 2.84930
18 H -0.79121 0.68612 2.65121

Taken from the Löwdin analysis, the atomic charges in e are: atom 1 (C): -0.001, atom 2 (N): -0.015, atom 3 (C): -0.185, atom 4 (C): 0.116, atom 5 (C): -0.443, atom 6 (C): -0.065, atom 7 (N): 0.084, atom 8 (N): -0.183, atom 9 (C): -0.022, atom 10 (H): 0.050, atom 11 (H): 0.110, atom 12 (H): 0.028, atom 13 (H): 0.034, atom 14 (H): 0.095, atom 15 (H): 0.125, atom 16 (H): 0.090, atom 17 (H): 0.088, atom 18 (H): 0.096


# 3
# C6H9N3

A cluster of 2 separate species, C6H9N3 in total (ωB97M-V with the def2-TZVPD basis set, the OMol25 dataset).

Results
**Lowest unoccupied orbital energy**: 0.02225 Ha
**Molar mass**: 123.16 Da
**SMILES string**: N#CC=C=N.C=NCC

Element x y z (Å)
1 N 2.19147 -2.06182 2.05006
2 C 2.38905 -1.10208 1.49875
3 C 2.59070 0.10777 0.92733
4 C 2.99903 0.50741 -0.23321
5 N 3.22788 1.02930 -1.28833
6 H 2.53298 0.87417 1.69664
7 H 4.06841 1.08424 -1.83494
8 C -1.64425 -1.40375 1.12312
9 N -1.19330 -0.55569 0.32336
10 C -1.97751 0.56975 -0.12596
11 C -1.72100 0.81319 -1.56876
12 H -1.06355 -2.25158 1.34495
13 H -2.58568 -1.51636 1.58686
14 H -1.76095 1.39762 0.37967
15 H -3.03164 0.36350 0.02872
16 H -0.81372 0.27804 -1.88130
17 H -2.35851 0.09772 -2.10420
18 H -1.84942 1.76856 -1.92275

Taken from the Löwdin analysis, the atomic charges in e are: atom 1 (N): 0.154, atom 2 (C): -0.303, atom 3 (C): -0.127, atom 4 (C): -0.150, atom 5 (N): 0.204, atom 6 (H): 0.130, atom 7 (H): 0.088, atom 8 (C): -0.049, atom 9 (N): -0.018, atom 10 (C): -0.307, atom 11 (C): -0.096, atom 12 (H): 0.045, atom 13 (H): 0.060, atom 14 (H): 0.066, atom 15 (H): 0.110, atom 16 (H): 0.077, atom 17 (H): 0.076, atom 18 (H): 0.042


# 4
# C6H9N3

A cluster of 2 separate species, C6H9N3 in total (ωB97M-V with the def2-TZVPD basis set, the OMol25 dataset).

Results
**Lowest unoccupied orbital energy**: 0.03797 Ha
**Molar mass**: 123.16 Da
**SMILES string**: c1cn[nH]n1.CC1=CC1

Element x y z (Å)
1 C 1.48145 -1.54522 1.40133
2 C 1.28394 -0.17699 1.83531
3 N -0.00016 -0.14936 2.19368
4 N -0.43550 -1.43610 2.14510
5 N 0.49906 -2.26921 1.68807
6 H 2.25465 -2.05736 0.76466
7 H 1.95306 0.73619 1.96895
8 H -1.36627 -1.60134 2.31691
9 C -1.17441 0.26652 -2.53588
10 C -0.71290 0.66451 -1.22282
11 C -0.86380 1.08029 0.00879
12 C 0.41324 1.42783 -0.86021
13 H -1.88919 0.96748 -3.05884
14 H -1.61422 -0.82833 -2.40232
15 H -0.29617 0.29416 -3.17238
16 H -1.40780 1.38523 0.86724
17 H 1.31866 0.85038 -0.60035
18 H 0.55635 2.39133 -1.33724

Taken from the Löwdin analysis, the atomic charges in e are: atom 1 (C): -0.206, atom 2 (C): -0.138, atom 3 (N): 0.018, atom 4 (N): -0.041, atom 5 (N): 0.035, atom 6 (H): 0.118, atom 7 (H): 0.130, atom 8 (H): 0.116, atom 9 (C): -0.063, atom 10 (C): -0.383, atom 11 (C): 0.039, atom 12 (C): -0.134, atom 13 (H): 0.097, atom 14 (H): 0.122, atom 15 (H): 0.066, atom 16 (H): 0.073, atom 17 (H): 0.068, atom 18 (H): 0.084


# 5
# C6H9N3O3

The molecule C6H9N3O3 (ωB97M-V with the def2-TZVPD basis set, the OMol25 dataset).

Results
**Lowest unoccupied orbital energy**: 0.02238 Ha
**Molar mass**: 171.16 Da
**SMILES string**: C/C=C/NC(=O)NC(=O)NC=O

Element x y z (Å)
1 C 4.09808 -0.02608 0.24822
2 C 2.82562 0.16234 -0.49991
3 C 1.59502 0.29197 0.14954
4 N 0.32640 0.73943 -0.41344
5 C -0.83458 0.58424 0.30456
6 O -0.87393 0.31300 1.48605
7 N -1.99103 1.00477 -0.38796
8 C -3.26078 0.49769 -0.24912
9 O -4.25107 1.08304 -0.63203
10 N -3.32363 -0.80568 0.38383
11 C -2.34280 -1.78050 0.12065
12 O -1.37673 -1.55191 -0.59101
13 H 4.67933 -0.53311 -0.41262
14 H 4.57624 0.88025 0.60188
15 H 4.13092 -0.58567 1.09593
16 H 2.98641 0.46323 -1.54755
17 H 1.42432 0.09573 1.20706
18 H 0.18637 1.01071 -1.44139
19 H -1.88573 1.80987 -1.09151
20 H -4.25107 -1.00440 0.95983
21 H -2.43734 -2.64891 0.70899

Taken from the Löwdin analysis, the atomic charges in e are: atom 1 (C): -0.120, atom 2 (C): -0.122, atom 3 (C): -0.057, atom 4 (N): 0.075, atom 5 (C): -0.578, atom 6 (O): 0.078, atom 7 (N): 0.157, atom 8 (C): -0.490, atom 9 (O): 0.083, atom 10 (N): 0.126, atom 11 (C): -0.267, atom 12 (O): 0.029, atom 13 (H): 0.035, atom 14 (H): 0.085, atom 15 (H): 0.042, atom 16 (H): 0.099, atom 17 (H): 0.115, atom 18 (H): 0.182, atom 19 (H): 0.199, atom 20 (H): 0.211, atom 21 (H): 0.119


# 6
# C6H9N3O3

A cluster of 2 separate species, C6H9N3O3 in total (ωB97M-V with the def2-TZVPD basis set, the OMol25 dataset).

Results
**Lowest unoccupied orbital energy**: -0.02822 Ha
**Molar mass**: 171.16 Da

Element x y z (Å)
1 C 0.50348 -1.05224 2.33159
2 C -0.26215 -0.02205 1.48703
3 C -1.88768 1.19095 0.65128
4 C -0.76220 1.32655 -0.05347
5 C 1.03388 -0.38748 -0.36162
6 C 0.62643 -1.20095 -1.61418
7 H -0.38844 -1.38014 3.04258
8 H 1.33168 -0.56822 3.05274
9 H 1.17337 -2.17919 2.09788
10 H -2.95403 1.68678 0.77449
11 H 1.65725 -1.11292 0.32608
12 H 1.91587 0.30055 -0.64125
13 H 0.30729 -2.28774 -1.11505
14 H 1.39049 -1.29046 -2.64089
15 H -0.76342 -0.81987 -3.44409
16 N -1.50441 0.48036 1.83814
17 N 0.17819 0.37763 0.40307
18 N -0.50784 2.13866 -1.07230
19 O -0.64628 -0.37508 -2.07898
20 O 0.77412 2.12283 -1.38059
21 O -1.21561 3.05202 -1.60246

Taken from the Löwdin analysis, the atomic charges in e are: atom 1 (C): -0.055, atom 2 (C): -0.401, atom 3 (C): 0.023, atom 4 (C): -0.257, atom 5 (C): -0.220, atom 6 (C): -0.166, atom 7 (H): 0.094, atom 8 (H): 0.106, atom 9 (H): 0.163, atom 10 (H): 0.173, atom 11 (H): 0.130, atom 12 (H): 0.141, atom 13 (H): 0.142, atom 14 (H): 0.172, atom 15 (H): 0.309, atom 16 (N): 0.119, atom 17 (N): 0.011, atom 18 (N): -0.265, atom 19 (O): -0.266, atom 20 (O): -0.008, atom 21 (O): 0.057


The calculation returns the following DFT total energy values, one per record and in order: -15479.17180, -10834.84917, -10834.43917, -10833.16419, -16980.19394, -16969.74420 eV.